(1)
{"formula": "C12H19ClFGeN6O4Ru", "method": "ωB97M-V/def2-TZVPD", "homo_lumo_gap_ev": [8.732, 6.910], "mol_weight_g_mol": 539.453, "s_squared": 6.0177, "e_homo_ev": [-12.666, -12.957], "e_tot_ha": -3829.54145, "charge": 1, "spin_multiplicity": 5, "lumo_energy_ev": [-3.93, -6.05], "species": ["Ru", "O", "Cl", "O", "O", "O", "N", "C", "N", "C", "N", "N", "C", "N", "C", "C", "C", "C", "C", "N", "H", "H", "H", "H", "H", "H", "H", "H", "C", "Ge", "C", "C", "C", "H", "H", "H", "H", "H", "H", "H", "H", "H", "H", "H", "F"], "coordinates": [[0.5131, -0.4913, -0.2585], [1.6461, 0.0290, 3.5581], [1.6853, 0.4121, 2.2247], [2.2161, 1.6966, 2.0186], [0.3047, 0.4088, 1.6902], [2.3897, -0.5308, 1.4091], [3.5361, 0.2230, -1.3368], [2.9213, 1.3146, -0.9021], [3.6223, 2.4016, -0.6227], [2.9573, 3.4716, -0.1973], [3.6128, 4.5638, 0.1569], [1.6063, 3.5214, -0.1458], [0.9690, 2.4160, -0.4156], [1.5651, 1.2779, -0.7939], [-0.4995, 2.3943, -0.3126], [-1.2107, 3.5485, -0.0026], [-2.5945, 3.4805, 0.0487], [-3.2169, 2.2666, -0.2101], [-2.4260, 1.1561, -0.4866], [-1.1085, 1.2280, -0.5376], [4.5436, 0.2171, -1.3687], [3.0080, -0.6254, -1.5068], [4.6182, 4.5601, 0.1742], [3.0969, 5.3039, 0.6035], [-0.6582, 4.4554, 0.1817], [-3.1765, 4.3584, 0.2893], [-4.2917, 2.1726, -0.1780], [-2.8489, 0.1791, -0.6879], [-1.4804, -3.3073, -2.1113], [-1.4689, -3.1690, -0.1239], [-1.0611, -4.9900, 0.6451], [-3.1067, -2.4066, 0.7255], [0.1580, -2.3125, 0.6403], [-2.3771, -3.8281, -2.4408], [-0.6090, -3.8833, -2.4174], [-1.4389, -2.3289, -2.5890], [-1.8593, -5.6620, 0.3438], [-1.0125, -4.9340, 1.7291], [-0.1119, -5.3494, 0.2561], [-3.5870, -3.1920, 1.3033], [-3.8316, -2.0453, 0.0008], [-2.8517, -1.6000, 1.4094], [1.0513, -2.9206, 0.4718], [0.0234, -2.1477, 1.7114], [0.7819, -1.3315, -1.9446]]}



(2)
{"formula": "C12H19CrO9", "method": "ωB97M-V/def2-TZVPD", "homo_lumo_gap_ev": [4.311, 6.953], "mol_weight_g_mol": 359.271, "s_squared": 6.0070, "e_homo_ev": [-1.441, -4.084], "e_tot_ha": -2190.36354, "charge": -1, "spin_multiplicity": 5, "lumo_energy_ev": [2.87, 2.87], "species": ["Cr", "C", "C", "O", "O", "H", "H", "H", "C", "C", "O", "O", "H", "H", "H", "O", "H", "O", "C", "O", "C", "C", "C", "H", "H", "H", "H", "H", "H", "O", "C", "O", "C", "C", "C", "H", "H", "H", "H", "H", "H"], "coordinates": [[0.3494, 0.3634, -1.0299], [0.7726, 4.2878, -1.1472], [0.3176, 2.9165, -0.9536], [-0.2236, 2.2802, -1.8789], [0.8076, 2.2484, -0.0534], [1.8483, 4.2360, -1.3154], [0.6645, 4.8254, -0.2051], [0.1958, 4.7725, -1.9349], [-0.5714, -2.9168, -3.1831], [-0.5733, -1.7638, -2.2435], [-0.6961, -0.5761, -2.6293], [-0.2728, -1.8806, -1.0243], [-1.4349, -3.4434, -2.7766], [0.1909, -3.6906, -3.0933], [-0.8350, -2.6345, -4.2024], [2.0278, 0.5022, -2.0012], [2.6593, 0.1968, -2.6814], [1.4820, -0.2970, 0.7456], [2.3753, -0.4721, 1.5168], [2.8284, -1.7535, 1.6933], [3.9009, -1.9411, 2.5927], [4.2438, -0.4036, 2.9316], [3.1237, 0.5517, 2.3768], [4.7813, -2.4115, 2.1550], [3.5330, -2.4418, 3.4883], [5.2144, -0.1955, 2.4813], [4.4256, -0.0900, 3.9596], [3.4954, 1.2924, 1.6688], [2.4786, 0.9404, 3.1647], [-1.3499, 0.4345, 0.0667], [-2.5370, 0.2398, 0.2352], [-2.9874, -0.3664, 1.4656], [-4.3959, -0.6083, 1.4019], [-4.6880, -0.6905, -0.1117], [-3.7645, 0.3865, -0.5815], [-5.0158, 0.1597, 1.8645], [-4.5317, -1.5196, 1.9843], [-5.7391, -0.5746, -0.3759], [-4.4908, -1.7021, -0.4665], [-4.1760, 1.3510, -0.2838], [-3.4330, 0.3884, -1.6198]]}



(3)
{"formula": "C12H19IN5O3Rh", "method": "ωB97M-V/def2-TZVPD", "homo_lumo_gap_ev": [1.937, 5.372], "mol_weight_g_mol": 511.126, "s_squared": 6.0187, "e_homo_ev": [2.318, -0.709], "e_tot_ha": -1376.05487, "charge": -2, "spin_multiplicity": 5, "lumo_energy_ev": [4.25, 4.66], "species": ["C", "I", "H", "H", "H", "C", "C", "N", "C", "N", "H", "H", "C", "C", "N", "H", "N", "H", "Rh", "C", "O", "C", "C", "H", "H", "H", "C", "H", "H", "H", "C", "H", "H", "H", "C", "H", "H", "H", "O", "N", "O"], "coordinates": [[5.3229, -0.3918, -1.1243], [4.0188, -0.4995, 0.5833], [5.0322, 0.4991, -1.6943], [5.1842, -1.3253, -1.6763], [6.3704, -0.3296, -0.8171], [-0.5462, 0.8050, 4.2360], [0.1838, 1.8313, 3.7625], [0.4424, 1.5626, 2.4225], [-0.0199, 0.3371, 2.0915], [-0.6938, -0.0937, 3.1886], [-0.9288, 0.6376, 5.2230], [0.5131, 2.7382, 4.2257], [-2.0945, -1.1222, -3.3943], [-0.9259, -0.4591, -1.5837], [-1.9271, -1.2717, -2.0236], [-0.8586, 0.0611, -4.8042], [-0.3112, -0.0118, -2.7162], [-2.9260, -1.5452, -3.9459], [-0.0081, -0.5744, 0.2774], [1.1000, -1.9812, -0.0711], [1.6298, -2.9843, -0.3511], [-1.0673, -0.3422, -3.8264], [0.7844, 0.9380, -2.7754], [0.4162, 1.8815, -3.1958], [1.5779, 0.5262, -3.4092], [1.1896, 1.1470, -1.7804], [-2.9439, -1.9317, -1.2213], [-3.3265, -2.7800, -1.7934], [-3.7811, -1.2504, -1.0208], [-2.5338, -2.2958, -0.2764], [-1.5596, -1.2462, 3.3131], [-1.4253, -1.6888, 4.3048], [-1.3147, -1.9782, 2.5389], [-2.6245, -0.9750, 3.2324], [1.0744, 2.5358, 1.5482], [1.1360, 2.2176, 0.4963], [2.0808, 2.7401, 1.9273], [0.4833, 3.4616, 1.5742], [-3.0434, 1.4492, -1.0781], [-1.8988, 1.2207, -0.7294], [-1.7813, 0.4887, 0.3631]]}



(4)
{"formula": "C12H19LuO7P", "method": "ωB97M-V/def2-TZVPD", "homo_lumo_gap_ev": 4.162, "mol_weight_g_mol": 481.218, "e_homo_ev": -18.013, "e_tot_ha": -2570.88402, "charge": 3, "relative_energy_kcal_mol": 0.0, "spin_multiplicity": 1, "lumo_energy_ev": -13.85, "species": ["Lu", "C", "O", "C", "O", "C", "O", "C", "O", "C", "H", "H", "C", "H", "H", "C", "C", "O", "P", "O", "C", "C", "O", "C", "C", "H", "H", "H", "H", "H", "H", "H", "H", "H", "H", "H", "H", "H", "H", "H"], "coordinates": [[0.0073, -0.4907, -0.3284], [0.0391, 0.4962, 1.9975], [0.0967, 0.8105, 3.1378], [-0.0028, 2.0001, -0.3764], [-0.0052, 3.1580, -0.5118], [-2.1181, -0.0015, -0.0525], [-3.2862, 0.0130, -0.0150], [2.1057, 0.0175, -0.0490], [3.2865, 0.0124, -0.0360], [-0.0068, -1.6516, -4.9373], [0.9298, -2.2158, -4.8596], [-0.9414, -2.2148, -4.8362], [-0.0100, -0.3341, -5.2514], [-0.9471, 0.2106, -5.4148], [0.9234, 0.2097, -5.4381], [-2.7033, 1.3305, 4.0859], [-2.8386, 0.7932, 2.7187], [-2.5817, -0.6545, 2.6880], [-1.3282, -1.5683, 2.1553], [-1.2719, -2.5146, 3.4950], [-1.0454, -1.8176, 4.8171], [0.4132, -1.9363, 5.0515], [0.4559, -2.1813, 1.7223], [0.6854, -3.6158, 2.0541], [2.1531, -3.7412, 2.2285], [-3.3906, 0.8720, 4.7930], [-2.9913, 2.3637, 3.9534], [-1.6821, 1.3307, 4.4677], [-3.8823, 0.8127, 2.3366], [-2.1876, 1.2598, 2.0093], [-1.4048, -0.7879, 4.7959], [-1.6646, -2.3671, 5.5651], [0.9874, -1.4277, 4.2792], [0.6218, -1.4647, 5.9998], [0.7048, -2.9847, 5.0968], [0.1482, -3.8103, 2.9797], [0.2440, -4.1959, 1.2274], [2.4975, -3.0389, 2.9844], [2.3528, -4.7490, 2.5586], [2.6655, -3.5476, 1.2873]]}



(5)
{"formula": "C12H19MnN2O16", "method": "ωB97M-V/def2-TZVPD", "homo_lumo_gap_ev": [4.149, 4.662], "mol_weight_g_mol": 502.220, "s_squared": 8.8136, "e_homo_ev": [-4.279, -4.295], "e_tot_ha": -2932.57973, "charge": -1, "relative_energy_kcal_mol": 223.0, "spin_multiplicity": 6, "lumo_energy_ev": [-0.13, 0.37], "species": ["Mn", "O", "H", "N", "O", "O", "O", "N", "O", "O", "O", "C", "C", "C", "O", "C", "O", "O", "H", "H", "H", "H", "H", "H", "C", "C", "C", "O", "C", "O", "O", "H", "H", "H", "H", "H", "H", "C", "C", "C", "O", "C", "O", "O", "H", "H", "H", "H", "H", "H"], "coordinates": [[-1.4207, -0.8779, 1.9087], [-1.2041, -1.6783, 4.6190], [-0.4597, -1.6384, 5.2505], [-4.5759, -3.6861, 1.7395], [-4.9603, -4.6629, 1.0723], [-4.9239, -3.5627, 2.8933], [-3.8301, -2.8521, 1.3034], [-4.4417, 1.6692, 3.3890], [-5.0526, 2.7180, 3.3686], [-4.6051, 0.8960, 4.3382], [-3.6165, 1.3632, 2.5488], [2.1999, 6.3817, 4.1401], [2.4722, 4.8741, 4.3073], [1.6525, 4.1177, 5.4124], [1.0908, 3.0372, 4.7098], [1.5334, 3.0496, 3.4290], [1.1720, 2.1302, 2.6685], [2.2332, 4.1658, 3.1120], [1.2971, 6.6535, 3.5931], [2.8478, 6.7893, 3.3641], [2.3209, 6.8779, 5.1030], [3.5286, 4.8031, 4.5663], [0.9675, 4.7800, 5.9418], [2.3820, 3.8085, 6.1610], [-0.9807, 3.3147, -5.6791], [-1.0084, 1.8617, -5.1110], [0.3502, 1.3518, -4.9489], [0.2621, 0.5786, -3.7856], [-0.7816, 0.8410, -3.1132], [-1.1190, 0.4520, -1.9424], [-1.5466, 1.7018, -3.8227], [-1.9045, 3.8879, -5.6013], [-0.5092, 3.4747, -6.6488], [-0.3953, 3.9899, -5.0550], [-1.5830, 1.1995, -5.7586], [1.1715, 2.0667, -4.9980], [0.5250, 0.5785, -5.6969], [2.8697, -5.8433, -3.0660], [1.4577, -5.5247, -2.5786], [0.9560, -6.6413, -1.7169], [0.3932, -5.9086, -0.6253], [0.8821, -4.6378, -0.6173], [0.5352, -3.7201, 0.1069], [1.4877, -4.4502, -1.7552], [2.7040, -6.7339, -3.6723], [3.5880, -6.2467, -2.3523], [3.4032, -4.9987, -3.5020], [0.6755, -5.2784, -3.2966], [1.7477, -7.3112, -1.3813], [0.2121, -7.1606, -2.3210]]}